Entry 1:
Formula: C42H110N6O13
Source: OMol25
Level of theory: wB97M-V/def2-TZVPD

```
! RIJCOSX wB97M-V def2-TZVPD def2/J DEFGRID3
* xyz 0 1
C -3.03276 -2.29354 6.49778
C -2.40268 -2.36094 5.09268
C -1.11399 -3.13576 5.07987
O -3.31899 -3.01812 4.20933
H -4.04781 -2.67017 6.46194
H -3.11488 -1.23367 6.77796
H -2.34136 -2.67622 7.24677
H -2.20984 -1.34216 4.72991
H -0.39851 -2.70104 5.78856
H -0.58241 -3.18352 4.13164
H -1.26729 -4.15285 5.45837
H -4.06018 -2.43882 3.92553
C -1.15578 -2.00434 -1.49142
C -0.79873 -3.01079 -0.39708
C 0.70599 -3.20065 -0.33867
O -1.22337 -2.45091 0.86482
H -0.71210 -2.27033 -2.45512
H -0.78583 -1.00574 -1.23641
H -2.23774 -1.87928 -1.60619
H -1.32389 -3.94270 -0.61634
H 1.23722 -2.30705 -0.00917
H 1.15640 -3.51160 -1.28199
H 0.88746 -3.97339 0.41731
H -2.01282 -2.95246 1.11583
C 1.28956 -2.83616 -5.96628
C 0.23564 -3.68188 -5.30027
C -0.40037 -2.95600 -4.11002
O -0.72771 -4.02338 -6.29689
H 2.00254 -3.35468 -6.60425
H 1.84441 -2.15008 -5.32168
H 0.76595 -2.09056 -6.58319
H 0.66156 -4.60255 -4.87419
H 0.31451 -2.76151 -3.31304
H -1.19039 -3.59391 -3.69320
H -0.91222 -2.04412 -4.42962
H -1.33490 -4.67083 -5.92635
C -2.06834 -6.32581 2.88839
C -2.99129 -5.93559 1.72067
C -4.37363 -6.51286 1.85761
O -3.01021 -4.49344 1.63808
H -2.41509 -5.84432 3.81097
H -1.07910 -5.93207 2.65943
H -2.07375 -7.40075 3.06078
H -2.48681 -6.36292 0.84781
H -4.40205 -7.58572 1.67038
H -5.12677 -5.98277 1.27359
H -4.75302 -6.38706 2.88424
H -2.94638 -4.26209 2.58497
C 1.23646 5.40669 -10.17310
O 1.45660 4.61287 -9.03594
C 2.70446 3.96206 -9.07241
C 2.92494 3.10514 -7.85674
N 3.05678 3.82112 -6.60988
C 1.82681 4.19871 -5.94899
C 0.81232 3.09919 -5.63002
O 1.21897 2.44496 -4.44543
C 0.65037 1.18860 -4.24143
H 1.95547 6.22924 -10.27958
H 0.24184 5.83447 -10.06715
H 1.29058 4.79993 -11.08725
H 3.53186 4.67216 -9.21971
H 2.75272 3.28287 -9.94542
H 3.81417 2.50352 -8.06450
H 2.13784 2.32942 -7.84910
H 3.64186 3.26684 -5.99564
H 1.29509 4.87267 -6.62707
H 1.99684 4.70323 -4.99796
H 0.72220 2.35769 -6.43290
H -0.17046 3.58291 -5.53108
H 1.27710 0.61220 -3.55905
H 0.44176 0.62609 -5.15760
H -0.30529 1.25942 -3.69040
C -8.28552 -0.49514 5.36814
O -7.19451 0.29984 4.94817
C -6.08080 -0.41244 4.43715
C -6.36479 -0.97515 3.05483
N -5.76150 -2.32460 2.85568
C -5.78047 -2.76902 1.45865
C -4.62494 -2.23586 0.64259
O -4.98245 -0.97829 0.07655
C -3.91124 -0.07027 0.02210
H -8.03190 -1.56229 5.33574
H -9.13077 -0.31730 4.70313
H -8.52489 -0.26293 6.40532
H -5.62949 -1.13362 5.13235
H -5.34220 0.39536 4.37848
H -6.01356 -0.33503 2.24800
H -7.44232 -1.09496 2.86272
H -6.29082 -2.96565 3.43641
H -6.78693 -2.54972 1.06576
H -5.76319 -3.85877 1.46850
H -4.37448 -2.98290 -0.11625
H -3.79969 -2.08258 1.33600
H -3.20892 -0.14629 0.85464
H -4.36536 0.93123 0.06026
H -3.39942 -0.08010 -0.94327
C -2.48799 9.44326 2.04106
O -2.86145 8.85404 0.82575
C -1.82354 8.10806 0.20765
C -2.17791 6.62797 0.21306
N -1.15884 5.86087 -0.46865
C -1.62166 4.52488 -0.79888
C -0.45164 3.60183 -1.01459
O 0.38488 3.64100 0.13401
C 1.61955 3.00605 -0.07717
H -3.38004 9.84508 2.52225
H -1.80384 10.29277 1.91232
H -2.03358 8.70736 2.71543
H -0.86169 8.33697 0.68616
H -1.68045 8.45762 -0.82213
H -3.15337 6.54700 -0.26340
H -2.25458 6.33865 1.27376
H -0.36941 5.74784 0.15795
H -2.16086 4.52079 -1.75397
H -2.31177 4.14417 -0.03255
H 0.09900 3.82968 -1.93460
H -0.79043 2.55760 -1.05916
H 2.20153 3.09260 0.83400
H 2.12851 3.43575 -0.94819
H 1.45217 1.94234 -0.31984
C 3.98535 0.03715 -0.05414
C 4.63008 0.56244 -1.31142
C 4.08063 -0.25226 -2.46196
O 4.65831 0.10863 -3.67829
C 4.28760 -0.67278 -4.77908
N 4.54462 2.00006 -1.50703
H 4.34020 0.53493 0.84941
H 4.42550 -0.95325 0.14360
H 2.91124 -0.12955 -0.09283
H 5.70022 0.32705 -1.26442
H 2.98573 -0.10601 -2.48501
H 4.25440 -1.30267 -2.17240
H 4.91068 -0.27372 -5.58710
H 3.25883 -0.43439 -5.08574
H 4.43944 -1.75611 -4.82806
H 4.86805 2.33715 -2.40394
H 3.60298 2.36143 -1.41525
C 4.60035 -3.03378 3.55236
C 6.00223 -2.89589 3.01260
C 6.88836 -2.04558 3.90657
O 8.09371 -1.80147 3.23131
C 8.89867 -0.86989 3.92315
N 6.61290 -4.26266 2.90803
H 4.48825 -3.85053 4.27068
H 3.91855 -3.36527 2.75588
H 4.08013 -2.17480 3.98330
H 5.98624 -2.42890 2.01985
H 7.01231 -2.52457 4.88485
H 6.34962 -1.09405 4.03735
H 9.30015 -1.32476 4.83053
H 8.36290 0.06871 4.08732
H 9.73009 -0.62850 3.25745
H 7.61326 -4.11449 2.78690
H 6.30827 -4.66830 2.02706
C 2.69904 0.64602 3.17301
C 1.43910 0.51943 4.01725
C 0.40531 1.58103 3.59090
O -0.63140 1.65364 4.54194
C -1.77035 2.30551 4.09313
N 0.88089 -0.80714 3.83833
H 2.80035 -0.12248 2.40290
H 3.57481 0.45696 3.80159
H 2.88178 1.57140 2.62171
H 1.67141 0.80081 5.04812
H 0.03738 1.27509 2.59727
H 0.87699 2.57028 3.44798
H -1.72215 2.59387 3.03250
H -1.96006 3.23045 4.64244
H -2.64098 1.64115 4.14939
H 0.72581 -1.08173 2.87878
H 0.01022 -0.93019 4.33384
*
```

Results
relative energy (zero: lowest compared OMol25 entry of this formula, charge and spin): 1.134 eV
orbital gap: 0.339 Ha
LUMO energy: 0.01718 Eh
SMILES: COC[C@H](C)N.COC[C@H](C)N.COC[C@H](C)N.COCCNCCOC.COCCNCCOC.COCCNCCOC.CC(C)O.CC(C)O.CC(C)O.CC(C)O


Entry 2:
Formula: C2H5FO
Source: OMol25
Level of theory: wB97M-V/def2-TZVPD

```
! RIJCOSX wB97M-V def2-TZVPD def2/J DEFGRID3
* xyz 0 1
C 0.88678 0.32393 0.05542
C -0.50760 -0.03086 -0.40056
O -0.85994 -1.25259 0.06330
F -1.31603 0.91937 0.12692
H 0.79525 0.71416 1.11144
H 1.46575 -0.57909 0.39225
H 1.27878 0.98085 -0.75451
H -0.76996 0.07025 -1.56946
H -0.97303 -1.14600 0.97521
*
```

Results
relative energy (zero: lowest compared OMol25 entry of this formula, charge and spin): 0.347 eV
orbital gap: 0.438 Ha
LUMO energy: 0.03789 Eh
SMILES: C[C@@H](O)F